1.
DFT (ωB97M-V/def2-TZVPD) results for C4H5NO as an isolated structure.

Output
* energy above the lowest of the compared OMol25 structures with the same formula, charge and spin: 74.7 kcal per mole
* HOMO level: -8.72 eV
* max |F|: 1.0 eV/A
* total energy: -285.29549 Ha

ORCA input file:
```
! wB97M-V def2-TZVPD RIJCOSX def2/J DEFGRID3
* xyz 0 1
C 1.04188 -0.95859 0.04072
C 0.33123 0.13613 0.76869
O 0.63190 0.90539 1.60513
C -0.94459 1.07887 -0.79522
C -1.44992 0.20381 0.12522
N -1.47092 -0.61246 1.00057
H 1.95486 -0.53734 -0.38693
H 0.42691 -1.40298 -0.73810
H 1.31191 -1.72182 0.77652
H -0.88349 0.77135 -1.83410
H -0.94977 2.13763 -0.56249
*
```



2.
DFT (ωB97M-V/def2-TZVPD) results for C4H7N3O as an isolated structure at a distorted geometry.

Output
* energy above the lowest of the compared OMol25 structures with the same formula, charge and spin: 159.0 kcal per mole
* HOMO level: -8.60 eV
* max |F|: 6.4 eV/A
* total energy: -395.89495 Ha

ORCA input file:
```
! wB97M-V def2-TZVPD RIJCOSX def2/J DEFGRID3
* xyz 0 1
C -1.22973 1.74049 0.31308
C -0.08627 0.35034 -1.31615
C 1.33422 -1.34133 -1.03761
C 0.21778 -1.13466 1.40895
H -2.17105 1.10328 0.83240
H -0.56721 2.30883 1.37284
H -1.46716 2.62063 -0.40832
H -0.52322 1.11326 -2.02544
H 2.59999 -1.21048 -0.68816
H -0.23024 -1.73500 0.69230
H 0.78037 -1.83326 2.13107
N -0.34823 0.56350 -0.03151
N 0.86193 -0.34391 -1.69943
N 0.33773 0.10274 1.11157
O 0.49109 -2.30444 -0.65559
*
```